This record from OMol25 describes 2 unconnected molecules or ions with the total composition C5H14O. The level of theory is wB97M-V/def2-TZVPD.

## Properties
orbital gap = 11.158 eV
spin multiplicity = 1
energy = -7458.865 eV
SMILES = CC(C)O.CC
largest force on an atom = 2.11 eV Å⁻¹
ΔE to the lowest compared entry with this formula, charge and spin = 0.921 eV
E_HOMO = -10.166 eV

```
20
C5H14O wB97M-V/def2-TZVPD
C -0.051 3.022 0.618
C 0.674 1.722 0.881
C -0.024 0.908 2.011
O 0.699 0.869 -0.274
H -1.002 3.114 1.134
H -0.316 3.197 -0.435
H 0.552 3.907 0.835
H 1.716 1.809 1.114
H -0.793 0.292 1.542
H 0.718 0.221 2.434
H -0.447 1.482 2.822
H -0.075 0.936 -0.834
C 0.410 -2.308 -1.362
C -0.900 -3.035 -1.645
H 1.198 -2.302 -2.126
H 0.374 -1.271 -1.026
H 0.870 -2.849 -0.531
H -1.502 -2.958 -0.741
H -0.650 -4.068 -1.895
H -1.449 -2.687 -2.523
```